Here is C27H52HfOP2 as an isolated structure from the OMol25 dataset. Energies are from ωB97M-V/def2-TZVPD.

As for the highest occupied orbital energy: -14.007 eV. Its energy relative to the best compared isomer or geometry (same formula, charge and spin) is 18.4 kcal/mol. The LUMO energy is -6.848 eV. As for the charge: +2. As for the maximum force: 2.46 eV Å⁻¹. The total energy is -1865.4506 Ha.

Each line ends with the Mulliken charge.
Element x y z (Å)
Hf -0.03326 0.02717 0.77457  -0.83
C -1.93640 1.64644 0.49021  0.99
C -2.39470 0.73644 -0.51606  0.86
C -2.20798 -0.44973 1.47000  0.31
C -1.95136 0.93992 1.74551  1.03
C -2.51543 -0.56084 0.06573  1.03
C -1.94949 3.12857 0.34885  -1.85
H -1.58238 3.42442 -0.64419  0.34
H -1.31119 3.60537 1.10156  0.37
H -2.97036 3.53036 0.47106  0.36
C -1.92139 1.53784 3.09869  -1.18
H -1.69767 2.60187 3.05747  0.45
H -1.15485 1.04128 3.69387  -0.04
H -2.88096 1.39719 3.60709  0.34
C -2.38264 -1.53297 2.47167  -0.99
H -3.44411 -1.66169 2.72447  0.43
H -1.82771 -1.30698 3.38822  -0.10
H -2.01527 -2.49336 2.08337  0.15
C -3.29132 -1.70196 -0.47475  -1.89
H -4.37054 -1.55699 -0.29690  0.35
H -3.00741 -2.63073 0.03067  0.45
H -3.12423 -1.82187 -1.54974  0.33
C -3.09651 1.21668 -1.72754  -1.74
H -4.06145 1.66831 -1.44000  0.30
H -3.29336 0.41218 -2.43825  0.50
H -2.51336 1.98885 -2.23607  0.26
C 1.39706 0.54387 -3.01466  0.32
C 0.37919 1.40114 -3.16395  0.28
C -0.22966 1.65849 -4.51707  -1.27
C -1.09868 0.52025 -5.12747  -1.10
C -1.22777 -0.76165 -4.33447  -0.26
C -0.19541 -1.60670 -4.23547  -0.49
C 1.13801 -1.27946 -4.86931  -0.91
C 1.99563 -0.16758 -4.19873  -1.26
H 0.55317 1.89370 -5.25430  0.47
H -0.69314 0.30101 -6.12767  0.39
H -0.86022 2.55497 -4.45409  0.39
H 2.26788 0.55263 -4.98444  0.40
H 1.81013 0.29765 -2.03669  0.37
H -0.06695 1.92696 -2.31939  0.15
H 2.93921 -0.62802 -3.88384  0.37
H 1.74648 -2.19018 -4.87001  0.39
H -0.23758 -2.54301 -3.68354  0.53
H 1.00059 -0.99847 -5.92334  0.40
H -2.10407 0.92872 -5.27821  0.34
H -2.19366 -0.92636 -3.86210  0.61
P 1.61457 1.99036 0.94753  1.16
C 1.24992 2.75329 2.57068  -0.99
H 2.09678 3.38714 2.85840  0.65
H 1.07907 1.99947 3.34845  -0.15
H 0.35370 3.38032 2.51285  0.32
C 3.29960 1.37118 1.19953  -1.15
H 3.91922 2.16938 1.62104  0.47
H 3.71674 1.04897 0.24055  0.43
H 3.32574 0.51103 1.87572  0.09
C 1.80880 3.44738 -0.07791  -1.41
H 2.24544 3.15845 -1.03181  0.42
H 2.45656 4.15208 0.44849  0.52
H 0.83264 3.89789 -0.25615  0.34
P 0.81651 -2.34773 0.13923  1.48
C -0.37394 -3.62424 -0.35520  -1.51
H 0.14536 -4.49387 -0.76725  0.49
H -1.08964 -3.24623 -1.08185  0.24
H -0.94889 -3.95144 0.52162  0.47
C 2.43681 -2.59081 -0.64072  -1.24
H 2.37095 -2.68541 -1.72452  0.36
H 2.93173 -3.47593 -0.22176  0.51
H 3.07134 -1.72511 -0.42193  0.32
C 1.23235 -3.17247 1.71692  -1.81
H 1.46896 -4.22019 1.52734  0.71
H 0.38450 -3.14173 2.40308  0.17
H 2.08472 -2.70941 2.21135  0.33
C 2.48013 -0.70755 3.92235  -1.78
C 0.98236 -0.84004 3.82859  0.82
C 0.31238 -0.26708 5.04094  -1.64
O 0.52993 -0.26946 2.60894  0.44
H 2.77696 0.34609 4.03802  0.37
H 2.98883 -1.15143 3.06031  0.28
H 2.77220 -1.25879 4.81984  0.53
H 0.71159 -1.89470 3.77861  0.20
H 0.54783 0.78336 5.23946  0.29
H -0.76197 -0.44436 5.07864  0.38
H 0.74533 -0.84212 5.85987  0.53

Cartesian forces (eV/Å) of the 3 atoms listed first:
Hf -0.6 -0.1 1.2
C -0.7 -0.8 0.7
C 0.1 -0.4 1.0